Density functional theory data (wB97M-V/def2-TZVPD) for 3 unconnected molecules or ions with the total composition C37H81IN2O2P.

Cartesian coordinates (Å):
1 C 1.34897 -1.66672 1.77338
2 C 2.60456 -1.92524 0.91784
3 C 2.55668 -1.25740 -0.47243
4 C 3.54348 -0.09659 -0.70363
5 C 2.97425 1.29341 -0.39630
6 C 3.11550 1.66167 1.08029
7 C 2.64772 3.07349 1.40975
8 C 1.13205 3.31459 1.35115
9 C 0.28698 2.17891 1.94543
10 C -1.14197 2.63671 2.32187
11 C -2.30996 1.98319 1.58252
12 C -2.58442 2.46572 0.13626
13 P -2.64603 4.34619 0.15314
14 O -1.40466 4.94258 -0.38065
15 C -3.96458 1.92064 -0.28906
16 N -4.01442 1.13604 -1.56553
17 C -4.49942 1.95113 -2.74540
18 C -3.82599 3.31031 -2.92308
19 C -3.77373 3.69625 -4.41344
20 I -3.90184 5.82949 -4.60983
21 C -2.81307 0.26419 -1.87880
22 C -3.21253 -1.19189 -1.53796
23 C -2.21836 -2.19632 -2.11787
24 C -3.58879 -1.43213 -0.07310
25 C -4.06150 -2.87253 0.19880
26 C -4.59500 -2.97991 1.62597
27 C -1.46656 0.78924 -1.34596
28 O -0.98064 -0.11830 -0.36062
29 C -0.44257 0.79822 -2.50689
30 C -0.66243 1.86636 -3.56989
31 N -1.55158 2.13852 -0.82692
32 H 0.47833 -1.44095 1.15784
33 H 1.08956 -2.54815 2.35914
34 H 1.49700 -0.85990 2.48998
35 H 3.46794 -1.55509 1.46704
36 H 2.70354 -3.00040 0.78587
37 H 2.68856 -1.99924 -1.25877
38 H 1.55126 -0.85197 -0.62119
39 H 4.45049 -0.24635 -0.11803
40 H 3.82819 -0.13132 -1.75668
41 H 1.93108 1.35181 -0.72630
42 H 3.53324 2.02861 -0.97978
43 H 4.18181 1.60474 1.31137
44 H 2.62868 0.90279 1.69495
45 H 3.01837 3.37380 2.38931
46 H 3.11640 3.73926 0.68158
47 H 0.92671 4.19796 1.95902
48 H 0.81010 3.57964 0.34104
49 H 0.79668 1.86570 2.85806
50 H 0.27398 1.30732 1.29117
51 H -1.28823 2.39985 3.37585
52 H -1.17126 3.72279 2.26003
53 H -2.21838 0.89683 1.58471
54 H -3.21837 2.21181 2.15444
55 H -2.88998 4.69476 1.49331
56 H -3.83380 4.72461 -0.50053
57 H -4.34793 1.27221 0.49480
58 H -4.69020 2.72753 -0.38882
59 H -4.76331 0.46058 -1.42234
60 H -5.55945 2.11841 -2.54762
61 H -4.45288 1.32052 -3.63078
62 H -4.44380 4.05451 -2.43096
63 H -2.80885 3.32507 -2.53751
64 H -2.81286 3.44647 -4.84761
65 H -4.58536 3.26571 -4.98908
66 H -2.73363 0.27850 -2.96322
67 H -4.13873 -1.34465 -2.11496
68 H -2.62455 -3.20284 -2.05678
69 H -1.26872 -2.18663 -1.59494
70 H -2.07460 -1.99098 -3.17960
71 H -2.76178 -1.21484 0.59926
72 H -4.44242 -0.80720 0.21620
73 H -4.89581 -3.06053 -0.48052
74 H -3.24833 -3.57220 0.03437
75 H -4.77697 -4.00749 1.92860
76 H -5.53282 -2.42870 1.70942
77 H -3.90400 -2.53165 2.34156
78 H -0.02991 0.00275 -0.29222
79 H -0.50752 -0.18231 -2.97829
80 H 0.55063 0.93748 -2.07791
81 H -0.62038 2.86637 -3.14545
82 H 0.10876 1.78711 -4.33371
83 H -1.61438 1.72387 -4.08527
84 H -0.65432 2.44453 -0.47310
85 C -3.33307 -5.20570 8.25215
86 C -3.02945 -3.76208 7.86264
87 C -3.62958 -3.35444 6.51827
88 C -3.11774 -4.15458 5.32004
89 C -1.60936 -4.11482 5.09380
90 C -1.08849 -2.71304 4.79614
91 H -2.90231 -5.91551 7.54442
92 H -2.92219 -5.43599 9.23528
93 H -4.41016 -5.37967 8.29150
94 H -1.94731 -3.60418 7.85580
95 H -3.42648 -3.09654 8.63301
96 H -3.44192 -2.28862 6.35513
97 H -4.71745 -3.46296 6.56691
98 H -3.61052 -3.77710 4.41771
99 H -3.43550 -5.19596 5.41965
100 H -1.37826 -4.76225 4.24340
101 H -1.07571 -4.53625 5.94895
102 H -1.59855 -2.28933 3.92589
103 H -0.02055 -2.74254 4.57542
104 H -1.23242 -2.03590 5.63912
105 C 6.34313 -1.66580 -3.43819
106 C 6.87446 -0.28985 -3.04729
107 C 6.38198 0.83424 -3.95675
108 C 6.80200 0.70767 -5.42188
109 C 8.31021 0.62938 -5.65174
110 C 9.06343 1.86953 -5.17955
111 H 6.68204 -1.96299 -4.43124
112 H 6.68373 -2.42769 -2.73582
113 H 5.24992 -1.67556 -3.43792
114 H 7.96680 -0.31129 -3.02752
115 H 6.55819 -0.06851 -2.02369
116 H 6.73103 1.79080 -3.55801
117 H 5.28733 0.87216 -3.91197
118 H 6.40441 1.56669 -5.97146
119 H 6.32958 -0.17438 -5.86346
120 H 8.48839 0.49272 -6.72103
121 H 8.72064 -0.25706 -5.16064
122 H 8.68668 2.76596 -5.67624
123 H 10.12694 1.78579 -5.40448
124 H 8.96819 2.01541 -4.10242

Computed properties:
**Spin multiplicity**: 1
**Net charge**: +1
**Energy**: -64142.444 eV
**LUMO level**: -2.64 eV
**Gap between HOMO and LUMO**: 9.256 eV
**HOMO energy**: -11.9 eV

Results of the Mulliken charge analysis, in e, for atoms 1 through 4: -0.34 -1.13 0.63 -0.58